{
  "formula": "C20H22FNO14S",
  "method": "ωB97M-V/def2-TZVPD",
  "species": ["C", "C", "O", "O", "C", "N", "C", "C", "C", "C", "O", "C", "O", "S", "O", "O", "F", "H", "H", "H", "H", "H", "H", "H", "H", "H", "H", "H", "H", "H", "H", "O", "C", "C", "C", "O", "C", "O", "C", "C", "O", "H", "H", "H", "H", "O", "C", "C", "C", "O", "C", "O", "C", "C", "O", "H", "H", "H", "H"],
  "positions_angstrom": [[3.316, 1.474, -0.670], [2.588, 2.735, -0.199], [1.732, 2.610, 0.590], [2.923, 4.010, -0.617], [2.571, 4.264, -1.978], [1.299, 4.959, -2.163], [0.111, 4.127, -1.848], [0.014, 2.835, -2.681], [-1.341, 2.074, -2.544], [-2.064, 2.257, -1.194], [-2.738, 1.004, -0.885], [-3.514, 1.265, 0.226], [-3.306, 0.720, 1.236], [1.286, 6.400, -1.313], [1.109, 6.218, 0.084], [2.464, 7.142, -1.586], [-0.014, 7.122, -1.876], [4.158, 1.648, -1.356], [3.711, 0.992, 0.242], [2.609, 0.743, -1.095], [3.353, 4.929, -2.382], [2.640, 3.334, -2.564], [0.024, 3.962, -0.758], [-0.777, 4.741, -2.107], [0.190, 3.066, -3.748], [0.824, 2.141, -2.385], [-1.113, 0.996, -2.627], [-1.975, 2.305, -3.416], [-2.875, 3.000, -1.352], [-1.411, 2.519, -0.348], [-4.311, 2.031, 0.103], [-1.322, -1.237, -1.341], [-1.748, -2.292, -0.905], [-2.728, -2.373, 0.173], [-3.140, -3.565, 0.619], [-4.039, -3.679, 1.605], [-2.619, -4.843, 0.042], [-3.013, -5.901, 0.500], [-1.659, -4.760, -1.051], [-1.249, -3.572, -1.500], [-0.367, -3.459, -2.502], [-3.093, -1.445, 0.585], [-4.164, -4.638, 1.739], [-1.301, -5.690, -1.470], [-0.239, -2.499, -2.629], [0.146, -4.547, 1.335], [0.732, -4.008, 2.256], [1.974, -3.264, 2.077], [2.583, -2.704, 3.128], [3.720, -2.014, 3.001], [2.023, -2.820, 4.512], [2.626, -2.308, 5.435], [0.768, -3.544, 4.687], [0.157, -4.101, 3.635], [-0.994, -4.770, 3.758], [2.369, -3.190, 1.073], [3.950, -1.718, 3.903], [0.364, -3.606, 5.688], [-1.223, -5.074, 2.859]],
  "forces_ev_per_angstrom": [[0.694, 0.189, -0.195], [0.828, -0.427, -0.778], [-1.780, -0.150, 1.747], [0.065, -0.709, -0.780], [1.669, 0.877, -0.545], [-0.554, -0.319, 0.291], [-1.461, 0.403, -0.099], [0.479, -0.198, 0.140], [0.713, -0.404, 0.072], [-0.817, -0.191, -1.306], [-0.415, 1.326, 0.598], [0.093, 0.678, -2.051], [-0.060, -1.198, 2.269], [1.502, 0.270, 1.864], [-1.620, -0.485, -0.082], [-0.321, 0.229, -1.775], [1.016, -0.844, -0.093], [-0.370, -0.011, 0.159], [-0.122, 0.312, -0.351], [0.151, 0.521, 0.065], [-0.360, -0.224, 0.297], [-0.620, 0.376, 0.125], [0.362, -0.159, -0.477], [0.453, -0.201, 0.061], [-0.069, 0.014, 0.481], [-0.354, 0.304, -0.041], [-0.136, 0.459, 0.056], [-0.032, 0.099, 0.618], [0.612, 0.068, 0.469], [-0.136, -0.066, -0.372], [0.293, -0.183, -0.256], [0.404, -0.494, -0.270], [-0.264, 0.252, 0.346], [0.134, 0.157, -0.168], [-0.251, 0.485, 0.286], [0.284, -0.442, -0.272], [0.400, -0.290, -0.418], [-0.173, 0.180, 0.264], [-0.268, -0.182, 0.027], [0.199, -0.476, -0.344], [-0.196, 0.412, 0.279], [0.043, -0.002, 0.073], [-0.055, 0.050, 0.026], [0.037, 0.015, 0.028], [0.006, -0.041, -0.007], [-0.213, -0.078, 0.233], [0.447, 0.249, -0.324], [-0.231, -0.171, -0.119], [0.342, 0.136, -0.561], [-0.301, -0.107, 0.496], [-0.484, -0.199, 0.430], [0.249, 0.114, -0.246], [0.231, 0.142, 0.079], [-0.374, -0.105, 0.550], [0.331, 0.110, -0.522], [0.015, -0.002, 0.015], [0.042, 0.016, -0.049], [-0.010, -0.012, -0.017], [-0.051, -0.073, 0.076]],
  "lowdin_charge": [0.019, -0.528, 0.158, 0.004, -0.200, -0.174, -0.210, -0.158, -0.136, -0.168, -0.080, -0.356, 0.131, 0.636, -0.222, -0.229, -0.135, 0.086, 0.096, 0.089, 0.140, 0.137, 0.108, 0.131, 0.125, 0.097, 0.104, 0.119, 0.129, 0.131, 0.155, 0.100, -0.291, 0.093, -0.234, 0.111, -0.334, 0.104, 0.059, -0.238, 0.104, 0.108, 0.119, 0.140, 0.114, 0.114, -0.295, 0.079, -0.234, 0.109, -0.313, 0.115, 0.080, -0.227, 0.116, 0.135, 0.121, 0.138, 0.110],
  "homo_ha": -0.3505,
  "lumo_energy_ha": -0.0590,
  "smiles": "CC(=O)OCN(CCCCOC=O)S(=O)(=O)F.O=C1C=C(O)C(=O)C=C1O.O=C1C=C(O)C(=O)C=C1O"
}